Arrangement P

Formula: C25H27N3O4S
Source: the Open Molecules 2025 dataset
Level of theory: the ωB97M-V functional and the def2-TZVPD basis

Results
SMILES: COc1ccccc1N1CCN(C(=O)c2ccc(NS(=O)(=O)c3ccc(C)cc3)cc2)CC1
Gap between HOMO and LUMO in Ha: 0.2938

Each atom is followed by the atoms it is bonded to, with distances in Å.
Geometry (Å):
1 C 6.343 -3.241 -1.217  O2 1.404, H34 1.090, H35 1.095, H36 1.095
2 O 5.103 -2.797 -1.706  C1 1.404, C3 1.375
3 C 4.256 -3.705 -2.297  O2 1.375, C4 1.386, C8 1.414
4 C 4.531 -5.063 -2.353  C3 1.386, C5 1.385, H37 1.078
5 C 3.632 -5.957 -2.911  C4 1.385, C6 1.380, H38 1.079
6 C 2.442 -5.490 -3.432  C5 1.380, C7 1.381, H39 1.079
7 C 2.168 -4.137 -3.402  C6 1.381, C8 1.396, H40 1.079
8 C 3.048 -3.211 -2.839  C3 1.414, C7 1.396, N9 1.389
9 N 2.696 -1.867 -2.882  C8 1.389, C10 1.442, C33 1.443
10 C 1.392 -1.439 -2.441  N9 1.442, C11 1.543, H41 1.089, H42 1.098
11 C 1.468 -0.800 -1.039  C10 1.543, N12 1.442, H43 1.090, H44 1.097
12 N 2.409 0.292 -1.053  C11 1.442, C13 1.356, C32 1.449
13 C 2.089 1.610 -1.031  N12 1.356, O14 1.219, C15 1.495
14 O 2.889 2.478 -1.332  C13 1.219
15 C 0.712 1.960 -0.565  C13 1.495, C16 1.390, C31 1.392
16 C -0.078 2.792 -1.350  C15 1.390, C17 1.380, H45 1.080
17 C -1.321 3.201 -0.912  C16 1.380, C18 1.394, H46 1.080
18 C -1.795 2.796 0.335  C17 1.394, N19 1.387, C30 1.392
19 N -3.058 3.179 0.764  C18 1.387, S20 1.685, H47 1.008
20 S -3.510 3.326 2.380  N19 1.685, O21 1.431, O22 1.432, C23 1.784
21 O -2.408 3.755 3.186  S20 1.431
22 O -4.695 4.129 2.334  S20 1.432
23 C -3.948 1.650 2.807  S20 1.784, C24 1.380, C29 1.381
24 C -4.916 1.007 2.063  C23 1.380, C25 1.384, H48 1.078
25 C -5.272 -0.289 2.394  C24 1.384, C26 1.392, H49 1.080
26 C -4.667 -0.940 3.465  C25 1.392, C27 1.497, C28 1.392
27 C -5.072 -2.332 3.839  C26 1.497, H50 1.090, H51 1.087, H52 1.087
28 C -3.698 -0.267 4.204  C26 1.392, C29 1.384, H53 1.080
29 C -3.337 1.029 3.879  C23 1.381, C28 1.384, H54 1.079
30 C -1.000 1.977 1.132  C18 1.392, C31 1.381, H55 1.077
31 C 0.242 1.571 0.686  C15 1.392, C30 1.381, H56 1.080
32 C 3.731 -0.112 -1.489  N12 1.449, C33 1.534, H57 1.090, H58 1.093
33 C 3.645 -0.779 -2.867  N9 1.443, C32 1.534, H59 1.087, H60 1.098
34 H 6.845 -2.348 -0.845  C1 1.090
35 H 6.952 -3.692 -2.007  C1 1.095
36 H 6.224 -3.955 -0.396  C1 1.095
37 H 5.451 -5.444 -1.940  C4 1.078
38 H 3.870 -7.009 -2.932  C5 1.079
39 H 1.733 -6.173 -3.876  C6 1.079
40 H 1.253 -3.775 -3.846  C7 1.079
41 H 0.706 -2.285 -2.407  C10 1.089
42 H 1.002 -0.692 -3.145  C10 1.098
43 H 0.481 -0.448 -0.742  C11 1.090
44 H 1.815 -1.555 -0.323  C11 1.097
45 H 0.296 3.123 -2.308  C16 1.080
46 H -1.930 3.845 -1.529  C17 1.080
47 H -3.543 3.837 0.174  N19 1.008
48 H -5.381 1.528 1.242  C24 1.078
49 H -6.028 -0.801 1.817  C25 1.080
50 H -5.823 -2.297 4.628  C27 1.090
51 H -4.221 -2.896 4.214  C27 1.087
52 H -5.499 -2.856 2.989  C27 1.087
53 H -3.227 -0.761 5.040  C28 1.080
54 H -2.592 1.571 4.441  C29 1.079
55 H -1.352 1.684 2.107  C30 1.077
56 H 0.862 0.956 1.323  C31 1.080
57 H 4.357 0.780 -1.534  C32 1.090
58 H 4.141 -0.820 -0.764  C32 1.093
59 H 4.623 -1.134 -3.179  C33 1.087
60 H 3.296 -0.031 -3.592  C33 1.098

Atomic partial charges in e from the natural (NBO) method, atoms 1 to 6: number 1, C, carries -0.25; number 2, O, carries -0.53; number 3, C, carries 0.32; number 4, C, carries -0.29; number 5, C, carries -0.23; number 6, C, carries -0.22

=====

Arrangement Q

Formula: C25H27N3O4S
Source: the Open Molecules 2025 dataset
Level of theory: the ωB97M-V functional and the def2-TZVPD basis

Results
SMILES: COc1ccc(OC)c(C(=O)c2ccc(C(=O)N3CCN(Cc4csc(C)n4)CC3)cc2)c1
Gap between HOMO and LUMO in Ha: 0.3078

Each atom is followed by the atoms it is bonded to, with distances in Å.
Geometry (Å):
1 C -7.000 -4.108 0.762  O2 1.408, H34 1.094, H35 1.089, H36 1.095
2 O -7.362 -2.811 1.172  C1 1.408, C3 1.362
3 C -6.585 -1.768 0.767  O2 1.362, C4 1.395, C33 1.386
4 C -6.998 -0.497 1.167  C3 1.395, C5 1.380, H37 1.078
5 C -6.294 0.630 0.796  C4 1.380, C6 1.393, H38 1.078
6 C -5.135 0.528 0.031  C5 1.393, O7 1.360, C9 1.404
7 O -4.416 1.589 -0.423  C6 1.360, C8 1.407
8 C -4.784 2.886 -0.019  O7 1.407, H39 1.089, H40 1.095, H41 1.094
9 C -4.694 -0.752 -0.344  C6 1.404, C10 1.484, C33 1.393
10 C -3.462 -0.963 -1.145  C9 1.484, O11 1.215, C12 1.485
11 O -3.382 -1.847 -1.974  C10 1.215
12 C -2.318 -0.065 -0.847  C10 1.485, C13 1.392, C32 1.391
13 C -2.014 0.307 0.461  C12 1.392, C14 1.381, H42 1.081
14 C -0.931 1.124 0.715  C13 1.381, C15 1.391, H43 1.080
15 C -0.131 1.574 -0.330  C14 1.391, C16 1.498, C31 1.391
16 C 0.981 2.537 -0.045  C15 1.498, O17 1.219, N18 1.352
17 O 0.749 3.658 0.376  C16 1.219
18 N 2.232 2.105 -0.321  C16 1.352, C19 1.445, C30 1.449
19 C 2.606 0.736 -0.593  N18 1.445, C20 1.540, H44 1.089, H45 1.096
20 C 3.456 0.189 0.569  C19 1.540, N21 1.450, H46 1.090, H47 1.095
21 N 4.604 1.016 0.883  C20 1.450, C22 1.457, C29 1.450
22 C 5.714 0.870 -0.049  N21 1.457, C23 1.497, H48 1.100, H49 1.092
23 C 6.316 -0.495 0.079  C22 1.497, C24 1.359, N28 1.362
24 C 7.307 -0.849 0.939  C23 1.359, S25 1.720, H50 1.070
25 S 7.684 -2.520 0.782  C24 1.720, C26 1.758
26 C 6.445 -2.628 -0.460  S25 1.758, C27 1.480, N28 1.282
27 C 6.151 -3.909 -1.142  C26 1.480, H51 1.087, H52 1.089, H53 1.089
28 N 5.851 -1.516 -0.693  C23 1.362, C26 1.282
29 C 4.187 2.386 1.111  N21 1.450, C30 1.535, H54 1.091, H55 1.095
30 C 3.365 2.966 -0.049  N18 1.449, C29 1.535, H56 1.091, H57 1.096
31 C -0.430 1.200 -1.636  C15 1.391, C32 1.381, H58 1.081
32 C -1.509 0.376 -1.890  C12 1.391, C31 1.381, H59 1.080
33 C -5.434 -1.880 0.003  C3 1.386, C9 1.393, H60 1.079
34 H -6.989 -4.196 -0.329  C1 1.094
35 H -7.762 -4.769 1.171  C1 1.089
36 H -6.020 -4.395 1.159  C1 1.095
37 H -7.891 -0.412 1.765  C4 1.078
38 H -6.661 1.595 1.108  C5 1.078
39 H -4.033 3.546 -0.450  C8 1.089
40 H -5.773 3.162 -0.400  C8 1.095
41 H -4.769 2.988 1.070  C8 1.094
42 H -2.627 -0.051 1.276  C13 1.081
43 H -0.698 1.425 1.726  C14 1.080
44 H 1.717 0.120 -0.717  C19 1.089
45 H 3.186 0.705 -1.522  C19 1.096
46 H 3.800 -0.816 0.321  C20 1.090
47 H 2.834 0.137 1.469  C20 1.095
48 H 5.424 1.017 -1.100  C22 1.100
49 H 6.467 1.616 0.215  C22 1.092
50 H 7.830 -0.236 1.644  C24 1.070
51 H 5.376 -3.749 -1.887  C27 1.087
52 H 5.811 -4.652 -0.422  C27 1.089
53 H 7.046 -4.296 -1.627  C27 1.089
54 H 5.067 3.004 1.293  C29 1.091
55 H 3.569 2.391 2.014  C29 1.095
56 H 2.979 3.954 0.208  C30 1.091
57 H 3.980 3.040 -0.953  C30 1.096
58 H 0.183 1.561 -2.450  C31 1.081
59 H -1.749 0.076 -2.899  C32 1.080
60 H -5.062 -2.833 -0.339  C33 1.079

Atomic partial charges in e from the natural (NBO) method, atoms 1 to 6: number 1, C, carries -0.25; number 2, O, carries -0.49; number 3, C, carries 0.27; number 4, C, carries -0.20; number 5, C, carries -0.29; number 6, C, carries 0.30

=====

Quick one: least stable of them? arrangement Q

=====

Arrangement P

Formula: C2H16N2O4
Source: the Open Molecules 2025 dataset
Level of theory: the ωB97M-V functional and the def2-TZVPD basis

Results
SMILES: NCCN.O.O.O.O
Gap between HOMO and LUMO in Ha: 0.3551

Each atom is followed by the atoms it is bonded to, with distances in Å.
Geometry (Å):
1 N 0.300 -0.122 -1.668  C2 1.577, H5 0.984, H6 1.006
2 C 1.514 0.614 -0.983  N1 1.577, C3 1.624, H7 1.080, H8 1.139
3 C 0.917 1.923 -0.230  C2 1.624, N4 1.525, H9 1.180, H10 1.118
4 N 1.240 1.581 1.221  C3 1.525, H11 1.019, H12 1.043
5 H 0.102 -0.993 -1.254  N1 0.984
6 H 0.602 -0.197 -2.625  N1 1.006
7 H 2.170 0.979 -1.759  C2 1.080
8 H 2.011 -0.059 -0.210  C2 1.139
9 H 1.407 2.962 -0.499  C3 1.180
10 H -0.160 2.049 -0.499  C3 1.118
11 H 1.187 2.307 1.933  N4 1.019
12 H 0.604 0.808 1.514  N4 1.043
13 O 0.881 -2.609 -0.689  H14 0.978, H15 1.019
14 H 0.463 -2.958 0.124  O13 0.978
15 H 1.100 -3.449 -1.223  O13 1.019
16 O 0.077 -2.494 2.042  H17 0.950, H18 1.049
17 H 0.762 -1.883 2.287  O16 0.950
18 H -0.775 -1.891 1.934  O16 1.049
19 O -1.948 -0.648 1.866  H20 1.010, H21 0.942
20 H -1.655 -0.175 1.023  O19 1.010
21 H -2.772 -1.083 1.732  O19 0.942
22 O -2.791 1.548 -1.041  H23 0.965, H24 0.914
23 H -3.271 2.204 -1.561  O22 0.965
24 H -1.967 1.587 -1.435  O22 0.914

Atomic partial charges in e from the natural (NBO) method, atoms 1 to 6: number 1, N, carries -0.89; number 2, C, carries -0.24; number 3, C, carries -0.23; number 4, N, carries -0.87; number 5, H, carries 0.39; number 6, H, carries 0.36

=====

Arrangement Q

Formula: C2H16N2O4
Source: the Open Molecules 2025 dataset
Level of theory: the ωB97M-V functional and the def2-TZVPD basis

Results
SMILES: NCCN.O.O.O.O
Gap between HOMO and LUMO in Ha: 0.3781

Each atom is followed by the atoms it is bonded to, with distances in Å.
Geometry (Å):
1 N -2.511 0.595 1.124  C2 1.455, H5 1.009, H6 1.017
2 C -1.904 1.250 -0.024  N1 1.455, C3 1.555, H7 1.113, H8 1.125
3 C -1.036 0.274 -0.869  C2 1.555, N4 1.462, H9 1.096, H10 1.096
4 N 0.130 0.871 -1.520  C3 1.462, H11 1.016, H12 1.017
5 H -3.173 -0.137 0.917  N1 1.009
6 H -2.934 1.306 1.718  N1 1.017
7 H -1.307 2.056 0.457  C2 1.113
8 H -2.572 1.747 -0.782  C2 1.125
9 H -0.704 -0.476 -0.143  C3 1.096
10 H -1.671 -0.143 -1.660  C3 1.096
11 H 0.876 1.018 -0.846  N4 1.016
12 H 0.522 0.119 -2.080  N4 1.017
13 O 2.565 2.645 -1.225  H14 0.951, H15 0.960
14 H 1.998 2.512 -1.977  O13 0.951
15 H 2.144 2.877 -0.395  O13 0.960
16 O 1.991 -1.429 1.038  H17 0.971, H18 0.956
17 H 1.596 -2.286 0.806  O16 0.971
18 H 1.725 -1.291 1.946  O16 0.956
19 O 2.010 -2.783 -1.051  H20 0.950, H21 0.969
20 H 1.442 -2.523 -1.767  O19 0.950
21 H 2.721 -2.165 -0.828  O19 0.969
22 O -0.336 -1.539 2.197  H23 0.984, H24 0.962
23 H -0.968 -0.871 1.846  O22 0.984
24 H -0.606 -1.628 3.116  O22 0.962

Atomic partial charges in e from the natural (NBO) method, atoms 1 to 6: number 1, N, carries -0.86; number 2, C, carries -0.22; number 3, C, carries -0.23; number 4, N, carries -0.84; number 5, H, carries 0.37; number 6, H, carries 0.37

=====

Arrangement R

Formula: C2H16N2O4
Source: the Open Molecules 2025 dataset
Level of theory: the ωB97M-V functional and the def2-TZVPD basis

Results
SMILES: CNCN.O.O.O.O
Gap between HOMO and LUMO in Ha: 0.3508

Each atom is followed by the atoms it is bonded to, with distances in Å.
Geometry (Å):
1 C 1.773 -1.473 -1.093  N2 1.456, H5 1.198, H6 1.056, H7 1.138
2 N 0.936 -0.696 -0.190  C1 1.456, C3 1.594, H8 1.055
3 C 1.862 0.143 0.800  N2 1.594, N4 1.535, H9 1.068, H10 1.207
4 N 1.967 -0.867 1.951  C3 1.535, H11 1.116, H12 1.065
5 H 2.357 -0.738 -1.838  C1 1.198
6 H 2.366 -2.207 -0.619  C1 1.056
7 H 1.366 -1.970 -2.033  C1 1.138
8 H 0.316 -0.017 -0.708  N2 1.055
9 H 1.498 1.047 1.239  C3 1.068
10 H 2.894 0.236 0.182  C3 1.207
11 H 1.020 -0.925 2.538  N4 1.116
12 H 1.810 -1.884 1.679  N4 1.065
13 O -1.452 -2.108 0.536  H14 0.931, H15 1.037
14 H -0.727 -1.711 0.964  O13 0.931
15 H -1.009 -2.562 -0.283  O13 1.037
16 O -4.852 -2.327 2.685  H17 0.878, H18 0.991
17 H -4.372 -2.929 2.264  O16 0.878
18 H -4.552 -1.450 2.335  O16 0.991
19 O 0.175 2.635 -3.655  H20 0.958, H21 0.892
20 H 0.969 2.942 -4.094  O19 0.958
21 H -0.417 3.191 -4.024  O19 0.892
22 O -1.341 4.606 0.092  H23 0.972, H24 1.045
23 H -1.620 3.765 0.492  O22 0.972
24 H -0.966 5.298 0.780  O22 1.045

Atomic partial charges in e from the natural (NBO) method, atoms 1 to 6: number 1, C, carries -0.45; number 2, N, carries -0.69; number 3, C, carries -0.05; number 4, N, carries -0.86; number 5, H, carries 0.17; number 6, H, carries 0.20

=====

Quick one: least stable of them? arrangement R

=====

Arrangement P

Formula: C3H5OS
Source: the Open Molecules 2025 dataset
Level of theory: the ωB97M-V functional and the def2-TZVPD basis

Results
Net charge: -1
SMILES: O=CCC[S-]
Gap between HOMO and LUMO in Ha: 0.2449

Each atom is followed by the atoms it is bonded to, with distances in Å.
Geometry (Å):
1 O 0.937 -1.906 1.336  C2 1.215
2 C 0.851 -1.053 0.475  O1 1.215, C3 1.495, H6 1.099
3 C -0.061 0.130 0.563  C2 1.495, C4 1.530, H7 1.087, H8 1.099
4 C -0.791 0.637 -0.682  C3 1.530, S5 1.842, H9 1.096, H10 1.093
5 S 0.263 0.639 -2.193  C4 1.842
6 H 1.484 -1.086 -0.422  C2 1.099
7 H -0.660 0.060 1.468  C3 1.087
8 H 0.705 0.877 0.816  C3 1.099
9 H -1.681 0.014 -0.829  C4 1.096
10 H -1.047 1.689 -0.532  C4 1.093

Atomic partial charges in e from the natural (NBO) method, atoms 1 to 6: number 1, O, carries -0.60; number 2, C, carries 0.45; number 3, C, carries -0.53; number 4, C, carries -0.51; number 5, S, carries -0.73; number 6, H, carries 0.15

=====

Arrangement Q

Formula: C3H5OS
Source: the Open Molecules 2025 dataset
Level of theory: the ωB97M-V functional and the def2-TZVPD basis

Results
Net charge: -1
SMILES: CCC([O-])=S
Gap between HOMO and LUMO in Ha: 0.2526

Each atom is followed by the atoms it is bonded to, with distances in Å.
Geometry (Å):
1 C -0.491 -0.394 -0.260  C2 1.505, H6 1.128, H7 1.202, H8 1.101
2 C 0.776 0.013 0.442  C1 1.505, C3 1.483, H9 1.108, H10 1.092
3 C 2.001 -0.607 -0.119  C2 1.483, O4 1.233, S5 2.040
4 O 2.051 -1.775 -0.509  C3 1.233
5 S 3.544 0.690 0.199  C3 2.040
6 H -0.095 -0.570 -1.301  C1 1.128
7 H -0.835 -1.436 0.232  C1 1.202
8 H -1.360 0.275 -0.360  C1 1.101
9 H 0.789 -0.272 1.513  C2 1.108
10 H 1.004 1.080 0.476  C2 1.092

Atomic partial charges in e from the natural (NBO) method, atoms 1 to 6: number 1, C, carries -0.62; number 2, C, carries -0.57; number 3, C, carries 0.53; number 4, O, carries -0.65; number 5, S, carries -0.78; number 6, H, carries 0.22

=====

Quick one: least stable of them? arrangement Q